Entry 1:
Entry from OMol25: a structure of composition C42H41NO3P2STi in a non-equilibrium geometry (ωB97M-V with the def2-TZVPD basis set).

Structure (XYZ):
```
91
Properties=species:S:1:pos:R:3:forces:R:3
Ti 0.268 -0.297 -0.417 -3.0415 1.5351 -0.0260
C 4.850 -3.233 0.184 0.2901 -0.0508 -0.0092
C 4.789 -3.050 -1.139 0.5918 0.0840 0.1854
C 4.959 -4.141 -2.164 0.5158 0.0196 -0.0357
C 4.242 -5.498 -1.899 0.1321 -0.1763 -0.4415
C 3.070 -5.511 -0.959 -0.2134 -0.4245 0.2644
C 3.111 -5.495 0.377 -0.1742 -0.8165 -0.3922
C 4.337 -5.511 1.230 0.3621 0.2914 0.5010
C 5.412 -4.468 0.833 -0.1816 -0.3985 0.1306
C -1.649 -0.671 0.573 0.0075 0.6640 0.6301
H 4.515 -2.468 0.886 0.5381 0.0938 -0.3505
H 4.807 -2.036 -1.560 -0.5622 -0.2105 0.3515
H 6.040 -4.357 -2.247 -0.3373 0.0959 -0.2559
H 4.631 -3.769 -3.148 0.2028 0.0016 0.2752
H 3.853 -5.843 -2.872 0.3537 -0.0130 0.3375
H 5.002 -6.235 -1.595 -0.3431 0.1768 0.0862
H 2.110 -5.705 -1.458 0.2425 0.1946 0.3505
H 2.198 -5.644 0.948 0.1335 0.0917 -0.3543
H 4.814 -6.507 1.230 -0.3272 0.2232 -0.0044
H 4.021 -5.320 2.268 0.1531 -0.0997 -0.2926
H 5.919 -4.161 1.763 -0.0021 -0.0834 -0.4466
H 6.169 -4.947 0.189 -0.3041 0.3157 0.1459
H -1.572 0.128 1.331 -0.2717 -0.1721 -0.2656
H -2.170 -1.514 1.036 0.2344 0.0604 -0.1938
H -2.273 -0.343 -0.281 0.3077 0.0015 0.1367
P 2.617 -0.452 -0.937 1.2211 0.1325 0.9706
P -0.175 -2.663 0.042 0.4776 -0.2340 0.3941
C 2.216 -2.126 -1.446 -0.9259 -0.9753 -0.4408
C 1.288 -2.998 -0.925 0.7117 -0.3206 -0.9965
C 3.269 0.406 -2.394 -0.3185 0.2218 -0.4512
C 3.795 -0.311 -3.481 -0.1435 0.2269 0.1413
C 4.129 0.350 -4.661 -0.0092 0.2402 0.0064
C 3.918 1.727 -4.777 -0.1626 0.0129 0.3987
C 3.410 2.456 -3.689 0.1318 -0.2030 0.0272
C 3.106 1.806 -2.494 -0.0739 -0.4048 -0.0212
C 3.728 -0.178 0.468 0.3303 -0.0794 0.3902
C 3.288 -0.524 1.768 0.1929 0.5331 -0.5378
C 4.018 -0.093 2.871 -0.1372 -0.2001 0.0020
C 5.191 0.645 2.695 0.0629 0.0725 -0.2473
C 5.656 0.942 1.410 -0.1272 -0.0623 0.2233
C 4.931 0.531 0.294 -0.5389 -0.1659 -0.0364
C -1.465 -3.460 -0.978 0.0386 0.1975 -0.1775
C -1.675 -2.944 -2.270 -0.2612 -0.0060 0.2811
C -2.785 -3.349 -3.009 0.0990 -0.0191 -0.0150
C -3.654 -4.318 -2.498 0.2502 0.0226 0.2705
C -3.380 -4.910 -1.261 0.0582 0.1202 -0.1545
C -2.296 -4.479 -0.492 -0.0360 0.2155 -0.0415
C -0.185 -3.422 1.683 -0.0222 0.2477 0.5413
C -0.462 -2.684 2.853 0.0753 -0.2852 -0.3371
C -0.427 -3.318 4.095 0.0848 -0.0246 -0.0274
C -0.047 -4.662 4.198 -0.0241 0.2091 -0.3827
C 0.223 -5.394 3.035 -0.1008 0.1037 0.0973
C 0.106 -4.787 1.784 0.0911 -0.1224 -0.0755
H 2.615 -2.401 -2.427 0.2197 -0.2983 0.5508
H 1.216 -3.983 -1.387 0.1846 0.4308 -0.4107
H 3.946 -1.385 -3.411 0.0229 0.2004 -0.1270
H 4.541 -0.215 -5.497 -0.1082 0.1682 0.2301
H 4.142 2.242 -5.710 -0.0224 -0.1606 0.2231
H 3.239 3.533 -3.766 0.1477 -0.3906 -0.0253
H 2.734 2.367 -1.633 0.0679 -0.1134 -0.2881
H 2.374 -1.112 1.903 0.1594 0.1448 0.0278
H 3.658 -0.325 3.875 0.1636 0.0679 -0.3063
H 5.738 1.004 3.568 -0.1395 -0.1339 -0.2662
H 6.572 1.519 1.272 -0.2523 -0.2053 0.0777
H 5.267 0.787 -0.712 -0.0391 -0.0589 0.3156
H -0.984 -2.207 -2.690 -0.2067 -0.1139 0.0517
H -2.976 -2.907 -3.986 0.0771 -0.1360 0.2435
H -4.540 -4.607 -3.065 0.3134 0.0194 0.1585
H -4.024 -5.704 -0.884 0.1505 0.2156 -0.0641
H -2.104 -4.928 0.483 -0.1800 0.1749 -0.2263
H -0.728 -1.631 2.778 0.0985 -0.2198 0.1693
H -0.696 -2.754 4.989 0.1628 -0.1570 -0.2440
H 0.032 -5.132 5.181 -0.0647 0.1214 -0.3556
H 0.519 -6.443 3.105 -0.1788 0.3138 -0.0509
H 0.243 -5.370 0.867 0.0049 0.1440 0.4318
O -0.362 1.190 -1.617 -0.0196 0.7936 0.4127
C -0.181 2.059 -0.651 1.1164 -2.6580 0.8877
N 0.468 1.530 0.428 0.0668 -0.1018 -0.6919
S 0.706 2.631 1.715 0.5423 -0.7911 -0.1565
O 0.024 2.090 2.864 0.5206 0.6298 -0.9408
O 2.108 2.973 1.759 -1.3986 -0.2401 0.0177
C -0.250 3.829 0.829 -0.4727 1.1162 0.3386
C -0.698 5.039 1.338 0.2756 -0.3423 -0.1887
C -1.576 5.798 0.556 0.0549 -0.2342 -0.2468
C -2.007 5.342 -0.705 0.1771 0.0879 0.1606
C -1.531 4.135 -1.222 0.4299 -0.1251 0.2410
C -0.626 3.393 -0.441 -1.1559 1.1146 -0.3108
H -0.349 5.356 2.316 -0.2366 0.1383 -0.0816
H -1.931 6.753 0.943 0.0230 -0.2505 -0.1490
H -2.712 5.952 -1.274 0.2700 -0.2865 0.1698
H -1.828 3.736 -2.194 -0.0256 0.2781 0.2940
```
Forces are in eV/Å.

Its energy relative to the best compared isomer or geometry (same formula, charge and spin) is 2.100 eV. As for the lowest unoccupied orbital energy (spin up / spin down): -6.833 / -6.864 eV. For the HOMO energy (spin up / spin down), the calculation gives -13.26 / -13.26 eV. As for the electronic energy: -104361.51734 eV. The HOMO-LUMO gap (spin up / spin down) is 0.2361 / 0.2349 Eh. Its charge is +2.

Löwdin atomic charge list, values in e, 4 entries: 0.8928 -0.0892 -0.1538 -0.1670

---

Entry 2:
Entry from OMol25: a cluster of 2 separate species, C3H7N5 in total in a non-equilibrium geometry (ωB97M-V with the def2-TZVPD basis set).

Structure (XYZ):
```
15
Properties=species:S:1:pos:R:3:forces:R:3
H -0.688 1.100 -2.909 -0.5683 -0.1826 0.0020
N -1.127 1.646 -2.168 0.9776 0.2463 -0.0493
C -1.335 0.993 -1.095 -2.2821 -1.3506 -0.4344
C -1.770 -0.506 -1.081 0.8330 0.8027 -0.4558
N -2.009 -1.635 -1.137 -0.0374 0.6678 0.2046
H -1.799 1.516 -0.264 0.1730 -0.0422 0.0867
N 0.373 0.554 -0.142 0.4738 -0.0772 0.5434
C 0.793 -0.213 0.803 0.5828 0.2312 -0.1634
N -0.059 -1.065 1.427 -0.1658 -0.1642 0.1620
N 2.096 -0.232 1.235 -0.2145 -0.1717 0.0337
H 1.049 1.195 -0.533 0.1168 0.0216 -0.0021
H 0.338 -1.818 1.964 -0.0768 0.0034 -0.0967
H -0.907 -1.286 0.919 0.1567 -0.0656 0.1124
H 2.709 0.500 0.913 -0.0547 -0.1958 0.2251
H 2.335 -0.748 2.068 0.0859 0.2769 -0.1683
```
Forces are in eV/Å.

Its energy relative to the best compared isomer or geometry (same formula, charge and spin) is 1.516 eV. As for the lowest unoccupied orbital energy: 0.445 eV. For the HOMO energy, the calculation gives -9.09 eV. As for the electronic energy: -10673.48524 eV. The HOMO-LUMO gap is 0.3505 Eh. As for the SMILES: [H]/N=C\C#N.N=C(N)N.

natural (NBO) atomic charge list, values in e, 4 entries: 0.3357 -0.7220 0.1092 0.2329

---

Entry 3:
Entry from OMol25: an isolated molecule of C27H28N4O6 in a non-equilibrium geometry (ωB97M-V with the def2-TZVPD basis set).

Structure (XYZ):
```
65
Properties=species:S:1:pos:R:3:forces:R:3
C -9.495 0.262 -0.050 -0.1341 0.1346 0.0440
O -8.504 -0.686 -0.355 0.2663 -0.1804 -0.0424
C -7.207 -0.390 -0.040 0.1251 -0.1329 -0.0347
C -6.772 0.784 0.561 -0.3155 -0.0543 -0.1208
C -5.430 0.974 0.831 0.1795 -0.0643 -0.0827
C -4.467 0.018 0.502 -0.3506 0.0110 0.0416
N -3.131 0.241 0.841 0.2487 -0.0203 0.3930
C -2.157 -0.815 0.688 0.0391 -0.1699 -0.2810
C -1.566 -0.852 -0.733 -0.1133 -0.5636 0.3259
N -0.979 0.435 -1.024 -0.0305 0.1053 -0.0647
C 0.323 0.752 -1.178 -0.3272 -0.0229 -0.0343
O 0.655 1.941 -1.325 0.1987 0.0240 0.0126
C 1.369 -0.263 -1.197 1.2751 0.3935 -0.2360
O 1.173 -1.602 -0.957 -0.1460 -0.2868 0.1097
C 2.393 -2.180 -0.940 0.8070 0.3590 -0.1055
C 2.665 -3.517 -0.690 -0.2665 0.0462 -0.0013
C 3.991 -3.898 -0.684 -0.1119 -0.0047 -0.0017
C 5.012 -2.978 -0.930 0.1172 -0.0097 0.0118
C 4.743 -1.652 -1.187 0.0929 -0.0452 0.0097
C 3.411 -1.237 -1.189 -0.3390 -0.4437 0.0567
C 2.720 0.007 -1.358 -0.9305 -0.1796 0.0628
N 3.182 1.290 -1.518 -0.4966 0.2719 -0.1348
C 4.456 1.772 -1.528 0.1494 0.4205 -0.2326
O 5.441 1.143 -1.836 0.1479 -0.1013 -0.0224
C 4.514 3.219 -1.049 0.1499 -0.1515 0.0223
C 3.856 3.330 0.343 -0.0703 -0.1001 0.0812
C 3.995 2.039 1.081 0.5713 -0.3039 0.4184
C 5.070 1.261 1.387 -0.5257 0.1366 0.0610
C 4.483 0.087 1.939 -0.4473 0.6851 -0.2537
O 5.165 -0.975 2.360 0.2065 0.3202 -0.0980
C 4.375 -2.063 2.799 -0.2863 -0.3583 0.1322
N 3.176 0.184 1.966 0.1622 -1.1336 0.5062
O 2.865 1.401 1.434 0.0553 0.6861 -0.2406
C -1.948 1.506 -0.901 -0.0723 0.5539 0.1936
C -2.529 1.519 0.523 0.0776 0.1719 -0.3681
C -4.921 -1.164 -0.091 0.1095 0.0785 0.0230
C -6.261 -1.363 -0.352 -0.3536 0.1459 0.0372
H -9.551 0.455 1.026 0.0067 0.0092 -0.0394
H -9.327 1.206 -0.580 -0.0016 -0.0255 0.0335
H -10.435 -0.175 -0.385 0.0362 0.0802 0.0431
H -7.469 1.560 0.837 -0.0875 0.0474 0.0174
H -5.135 1.886 1.328 0.0409 0.0558 0.0654
H -1.343 -0.615 1.394 -0.0052 -0.0900 -0.0449
H -2.603 -1.774 0.949 0.0370 -0.0005 0.0227
H -2.368 -1.027 -1.461 0.0737 -0.0285 0.0394
H -0.831 -1.646 -0.817 -0.1869 0.0849 -0.0357
H 1.866 -4.216 -0.501 -0.0798 -0.0923 0.0250
H 4.244 -4.929 -0.486 0.0012 -0.0947 0.0120
H 6.036 -3.317 -0.917 0.0996 -0.0194 -0.0077
H 5.532 -0.946 -1.386 0.0128 0.0103 0.0034
H 2.392 1.947 -1.428 0.2679 -0.0931 0.0008
H 5.565 3.503 -1.004 -0.0704 -0.0500 -0.0883
H 4.005 3.872 -1.758 0.0184 0.0446 -0.0440
H 2.789 3.539 0.253 0.0259 0.0476 0.0458
H 4.321 4.140 0.907 -0.0972 0.0015 -0.0208
H 6.109 1.451 1.233 0.2722 0.0962 -0.1192
H 3.741 -1.764 3.637 0.0369 -0.0345 -0.0230
H 3.740 -2.427 1.988 0.0324 -0.0007 0.0151
H 5.075 -2.837 3.107 -0.0550 0.0319 -0.0142
H -2.755 1.338 -1.623 0.0339 0.0116 0.0221
H -1.446 2.448 -1.123 -0.1505 -0.1201 -0.0197
H -1.721 1.707 1.237 -0.0387 0.0759 -0.0399
H -3.260 2.320 0.603 0.0587 -0.0086 0.0478
H -4.234 -1.949 -0.362 0.0940 -0.0428 -0.0272
H -6.598 -2.278 -0.812 -0.0374 -0.1139 -0.0574
```
Forces are in eV/Å.

Its energy relative to the best compared isomer or geometry (same formula, charge and spin) is 3.412 eV. As for the lowest unoccupied orbital energy: 0.308 eV. For the HOMO energy, the calculation gives -7.35 eV. As for the electronic energy: -46697.59248 eV. The HOMO-LUMO gap is 0.2815 Eh. As for the SMILES: COc1ccc(N2CCN(C(=O)c3oc4ccccc4c3NC(=O)CCc3cc(OC)no3)CC2)cc1.

natural (NBO) atomic charge list, values in e, 4 entries: -0.2502 -0.4952 0.2678 -0.2834

---

Entry 4:
Entry from OMol25: a cluster of 5 separate species, C25H56Cl4 in total in a non-equilibrium geometry (ωB97M-V with the def2-TZVPD basis set).

Structure (XYZ):
```
85
Properties=species:S:1:pos:R:3:forces:R:3
Cl 1.915 1.506 0.785 -0.0216 0.0514 -0.2388
C 1.024 0.541 -0.432 0.5095 0.1055 0.6226
Cl -0.405 1.422 -0.933 -0.0737 0.0027 -0.0893
Cl 2.096 0.238 -1.795 -0.1486 -0.0093 -0.1352
Cl 0.591 -0.979 0.349 -0.1705 -0.1068 -0.1630
C -4.656 3.874 3.619 -0.4130 0.3525 0.2573
C -3.749 3.385 4.742 0.0139 -0.1965 -0.0222
C -2.929 2.148 4.382 -0.2400 -0.1206 0.1622
C -2.144 2.289 3.102 0.1554 -0.4410 -0.3326
C -1.138 1.143 2.813 -0.2460 1.8640 -0.7889
C -0.064 0.929 3.862 -0.4432 -0.8748 -0.0342
H -5.218 3.062 3.152 0.1525 -0.0936 -0.0379
H -4.136 4.440 2.847 0.1011 -0.1562 -0.0566
H -5.406 4.545 4.049 0.0535 0.0553 -0.1321
H -3.070 4.185 5.051 -0.0604 0.0493 -0.0003
H -4.385 3.151 5.600 0.1388 0.0144 0.0873
H -3.613 1.294 4.288 0.0591 -0.0150 -0.0127
H -2.247 1.897 5.198 -0.0678 0.1004 0.0997
H -2.827 2.293 2.245 -0.0633 0.1341 0.0818
H -1.628 3.255 3.052 0.0868 -0.0334 0.2474
H -1.706 0.299 2.422 0.2903 -0.4485 0.5008
H -0.624 1.582 1.949 0.0732 -0.6018 -0.1544
H 0.563 1.817 3.905 0.0977 -0.0360 0.2033
H -0.467 0.689 4.848 0.0033 0.2260 0.0374
H 0.536 0.057 3.588 0.2564 0.2093 -0.0553
C -0.559 -2.928 3.082 -0.1598 -0.2462 0.7813
C -1.411 -3.972 3.810 0.2770 -0.0743 -0.1381
C -2.854 -3.524 3.976 -0.1307 0.4857 -0.4282
C -3.781 -4.422 4.785 -0.2108 -0.0685 0.3275
C -3.765 -5.910 4.428 0.3828 0.2232 -0.0896
C -4.218 -6.798 5.589 0.2060 0.1994 -0.1152
H 0.465 -3.301 3.069 0.0917 0.2162 -0.3803
H -0.571 -2.008 3.670 0.0580 0.1122 -0.1903
H -0.938 -2.717 2.084 0.0950 -0.0362 -0.0961
H -1.344 -4.911 3.255 -0.1349 0.0073 -0.0014
H -0.928 -4.170 4.773 -0.2249 0.0062 0.0993
H -3.269 -3.339 2.975 -0.0042 -0.2781 0.0141
H -2.854 -2.518 4.415 0.0266 -0.1158 0.1702
H -3.543 -4.318 5.851 0.1340 -0.0306 -0.0587
H -4.808 -4.056 4.687 0.0419 0.0683 0.0495
H -4.351 -6.075 3.521 -0.1223 -0.0540 0.0852
H -2.738 -6.166 4.160 -0.0643 -0.2430 0.0253
H -5.030 -6.335 6.154 -0.1736 -0.1111 -0.1477
H -4.516 -7.784 5.240 -0.0942 -0.0378 0.0948
H -3.394 -6.924 6.295 -0.0201 -0.0310 -0.0022
C -6.011 2.283 -7.507 0.0005 -0.1318 0.0076
C -4.707 3.079 -7.519 -0.4783 0.6066 -0.1455
C -3.952 3.060 -6.173 0.2182 0.2081 -0.7749
C -2.604 2.358 -6.261 -0.0059 -0.5211 -0.0220
C -1.897 2.220 -4.909 -0.0348 -0.4621 0.1454
C -2.321 0.928 -4.169 0.3697 1.0064 -0.1983
H -6.658 2.513 -8.355 0.1547 0.0051 -0.1062
H -6.588 2.529 -6.612 0.0353 -0.0630 0.0205
H -5.836 1.204 -7.514 0.0129 0.0115 0.0958
H -4.071 2.796 -8.362 0.0904 -0.3038 0.1745
H -4.972 4.117 -7.755 -0.0055 -0.0497 0.1186
H -4.597 2.613 -5.416 0.1022 0.0383 0.1714
H -3.741 4.099 -5.910 -0.1592 -0.0568 0.3613
H -2.744 1.350 -6.678 -0.0436 0.0397 0.0638
H -1.995 2.869 -7.011 0.0884 0.1804 0.1902
H -0.812 2.207 -5.039 -0.0125 0.0512 -0.0132
H -2.130 3.067 -4.257 0.0336 0.1348 -0.1642
H -3.409 0.913 -4.111 -0.0209 -0.3688 0.0192
H -1.915 0.061 -4.687 -0.2643 -0.1624 -0.0096
H -1.910 0.949 -3.160 -0.1222 -0.1878 0.0050
C 5.662 -0.777 -1.472 -0.6276 -0.0812 0.5639
C 7.089 -0.596 -0.971 0.2360 -0.7483 -1.3416
C 7.806 0.627 -1.553 -0.5540 0.0261 0.6120
C 9.319 0.506 -1.488 0.3903 0.2594 0.5588
C 9.947 0.035 -2.783 0.1777 0.2751 -0.1021
C 11.451 -0.136 -2.684 0.2702 -0.1862 -0.0954
H 5.580 -0.849 -2.558 0.2745 0.1044 -0.0357
H 4.972 0.007 -1.148 0.1884 0.1140 0.0043
H 5.248 -1.710 -1.074 0.0112 0.0416 -0.0270
H 7.156 -0.673 0.113 -0.0226 0.2717 0.0767
H 7.619 -1.476 -1.369 0.1183 0.0743 0.2843
H 7.461 1.510 -1.006 0.0465 0.0671 -0.1386
H 7.488 0.749 -2.592 0.0026 0.0619 -0.0162
H 9.776 1.465 -1.215 -0.0858 0.0494 -0.1806
H 9.607 -0.145 -0.652 -0.0878 -0.1658 -0.1349
H 9.494 -0.898 -3.128 -0.0914 0.0070 0.0073
H 9.745 0.803 -3.537 -0.1328 -0.1569 -0.0975
H 11.952 0.770 -2.337 -0.1178 0.0716 0.0276
H 11.719 -0.936 -1.990 -0.0074 -0.0147 -0.0297
H 11.874 -0.377 -3.662 0.0364 -0.0688 0.0794
```
Forces are in eV/Å.

Its energy relative to the best compared isomer or geometry (same formula, charge and spin) is 0.393 eV. As for the lowest unoccupied orbital energy: 0.321 eV. For the HOMO energy, the calculation gives -10.60 eV. As for the electronic energy: -76922.91190 eV. The HOMO-LUMO gap is 0.4013 Eh. As for the SMILES: ClC(Cl)(Cl)Cl.CCCCCC.CCCCCC.CCCCCC.CCCCCC.

Löwdin atomic charge list, values in e, 4 entries: 0.5251 -2.0278 0.5755 0.5519